No. 1
{"formula": "C20H17BCl3O5S2", "method": "ωB97M-V/def2-TZVPD", "species": ["Cl", "B", "Cl", "Cl", "O", "C", "C", "C", "C", "C", "C", "C", "H", "H", "H", "H", "H", "H", "C", "C", "C", "C", "S", "C", "S", "C", "C", "C", "C", "C", "C", "O", "O", "O", "O", "C", "C", "H", "H", "H", "H", "H", "H", "H", "H", "H", "H", "H"], "positions_angstrom": [[-2.72, 4.08, 1.31], [-2.50, 2.46, 2.18], [-2.28, 2.76, 4.03], [-3.93, 1.28, 1.92], [-1.25, 1.83, 1.63], [-0.72, 0.80, 2.18], [0.70, 0.79, 2.46], [1.18, -0.05, 3.48], [2.55, -0.18, 3.67], [3.44, 0.54, 2.87], [2.96, 1.43, 1.91], [1.59, 1.59, 1.72], [-1.40, 0.09, 2.65], [0.44, -0.59, 4.07], [2.91, -0.85, 4.46], [4.52, 0.44, 3.03], [3.65, 2.04, 1.31], [1.19, 2.31, 1.00], [4.00, -2.74, -0.92], [3.10, -3.31, -0.01], [1.87, -2.71, 0.24], [1.55, -1.52, -0.42], [-0.09, -0.82, -0.23], [-1.02, -1.81, -1.18], [-2.63, -1.79, -1.80], [-2.85, -0.09, -2.34], [-2.96, 0.87, -1.34], [-3.04, 2.21, -1.70], [-3.00, 2.59, -3.04], [-2.85, 1.61, -4.03], [-2.76, 0.26, -3.68], [-2.58, -2.60, -3.01], [-3.62, -2.04, -0.78], [-0.46, -1.11, 1.16], [0.03, 0.55, -0.65], [2.44, -0.93, -1.31], [3.67, -1.55, -1.57], [4.95, -3.23, -1.13], [3.35, -4.24, 0.50], [1.16, -3.15, 0.94], [-0.47, -2.71, -1.46], [-3.01, 0.57, -0.30], [-3.12, 2.95, -0.90], [-3.08, 3.64, -3.31], [-2.80, 1.89, -5.09], [-2.62, -0.51, -4.44], [2.17, 0.01, -1.81], [4.36, -1.09, -2.28]], "lumo_ev": 1.62, "multiplicity": 1, "total_energy_ev": -91170.86777, "orbital_gap_ha": 0.2315, "molar_mass_g_mol": 518.66, "homo_ev": -4.679, "charge": -1}

No. 2
{"formula": "C20H17F10GaN7S", "method": "ωB97M-V/def2-TZVPD", "species": ["Ga", "C", "N", "C", "C", "N", "C", "C", "F", "C", "F", "C", "F", "C", "F", "C", "F", "C", "C", "N", "C", "C", "F", "C", "F", "C", "F", "C", "F", "C", "F", "H", "H", "H", "H", "H", "H", "H", "H", "H", "H", "H", "C", "C", "N", "N", "C", "S", "N", "N", "H", "H", "H", "H", "H", "H"], "positions_angstrom": [[-0.30, 0.44, -0.06], [-1.04, 1.50, 2.71], [-1.74, 0.96, 1.51], [-2.45, -0.28, 1.87], [-2.40, -1.36, 0.73], [-1.04, -1.35, 0.11], [-0.96, -2.19, -0.98], [-1.37, -1.97, -2.25], [-1.73, -0.65, -2.48], [-1.31, -2.90, -3.30], [-1.71, -2.53, -4.48], [-0.74, -4.09, -3.11], [-0.58, -4.91, -4.13], [-0.38, -4.42, -1.78], [0.19, -5.63, -1.62], [-0.48, -3.49, -0.77], [-0.24, -3.91, 0.46], [-2.53, 1.92, 0.75], [-1.70, 2.95, 0.03], [-0.54, 2.27, -0.51], [0.50, 3.11, -0.81], [0.63, 3.84, -1.98], [-0.31, 3.72, -2.95], [1.49, 4.93, -2.12], [1.65, 5.59, -3.29], [2.51, 5.12, -1.09], [3.47, 5.98, -1.28], [2.52, 4.25, -0.06], [3.50, 4.31, 0.86], [1.47, 3.34, 0.16], [1.50, 2.53, 1.21], [-0.41, 2.31, 2.41], [-0.34, 0.77, 3.06], [-1.76, 1.71, 3.52], [-3.52, -0.04, 2.03], [-1.99, -0.66, 2.77], [-3.14, -1.13, -0.07], [-2.64, -2.29, 1.28], [-3.28, 2.34, 1.42], [-3.12, 1.40, 0.05], [-1.45, 3.61, 0.84], [-2.18, 3.47, -0.80], [1.97, -3.38, 2.34], [2.26, -2.71, 0.97], [2.80, -3.32, -0.08], [2.68, -2.34, -1.06], [2.07, -1.22, -0.67], [1.62, 0.14, -1.45], [1.90, -1.41, 0.64], [1.26, -0.49, 1.43], [2.56, -4.28, 2.35], [0.92, -3.48, 2.47], [2.35, -2.74, 3.18], [3.05, -2.53, -2.00], [1.87, 0.14, 1.94], [0.64, -0.94, 2.09]], "lumo_ev": -2.71, "multiplicity": 1, "total_energy_ev": -121824.14165, "orbital_gap_ha": 0.3343, "molar_mass_g_mol": 647.17, "homo_ev": -11.803, "charge": 1}

No. 3
{"formula": "C20H17F2N2O6", "method": "ωB97M-V/def2-TZVPD", "species": ["C", "C", "C", "C", "C", "C", "C", "C", "C", "C", "N", "N", "C", "O", "F", "C", "O", "F", "C", "C", "H", "H", "H", "H", "H", "H", "H", "H", "H", "H", "H", "H", "H", "H", "H", "C", "C", "C", "O", "C", "C", "C", "O", "O", "O", "H", "H"], "positions_angstrom": [[2.87, 1.16, -2.19], [3.77, -0.07, -1.82], [5.21, 0.20, -1.58], [6.15, -0.88, -1.21], [5.60, -2.24, -1.10], [4.16, -2.52, -1.33], [3.22, -1.44, -1.71], [1.71, -1.79, -1.98], [0.73, -1.20, -0.87], [-0.40, -0.19, -1.28], [-1.55, -0.80, -1.51], [-2.61, 0.07, -1.83], [-3.62, -0.56, -2.66], [-3.51, -0.60, -3.84], [-4.77, -1.09, -2.11], [-3.14, 0.56, -0.55], [-3.06, 1.69, -0.20], [-3.72, -0.36, 0.32], [-1.50, -2.27, -1.35], [-0.25, -2.37, -0.35], [3.20, 1.51, -3.21], [3.04, 2.04, -1.50], [1.81, 0.82, -2.18], [5.60, 1.25, -1.64], [7.23, -0.67, -1.02], [6.33, -3.05, -0.82], [3.81, -3.58, -1.22], [1.66, -2.92, -1.89], [1.41, -1.56, -3.04], [1.28, -0.67, -0.05], [-0.41, 0.92, -1.37], [-1.22, -2.76, -2.33], [-2.41, -2.72, -0.87], [-0.56, -1.95, 0.65], [0.15, -3.41, -0.38], [-1.83, 2.82, 4.87], [-2.94, 3.34, 5.52], [-4.26, 3.09, 4.78], [-5.36, 3.41, 5.21], [-4.20, 2.44, 3.46], [-3.10, 1.95, 2.82], [-1.79, 2.10, 3.61], [-0.71, 1.64, 3.22], [-3.05, 1.38, 1.68], [-2.97, 3.96, 6.60], [-0.85, 2.94, 5.32], [-5.17, 2.37, 2.97]], "lumo_ev": -0.03, "multiplicity": 1, "total_energy_ev": -41707.37323, "orbital_gap_ha": 0.0904, "molar_mass_g_mol": 419.36, "homo_ev": -2.491, "charge": -1}